Run P
The following is a DFT calculation (the ωB97M-V functional and the def2-TZVPD basis) of 5 unconnected molecules or ions with the total composition C3H14NO4.

Results
Kohn-Sham gap: 9.978 eV
HOMO energy: -14.160 eV
total charge: +1

Each atom is followed by the atoms it is bonded to, with distances in Å.
CARTESIAN COORDINATES (ANGSTROEM)
1 C 0.64446 -0.60572 -1.77617  C2 1.317, N4 1.428, H5 1.078
2 C -0.12037 -0.37339 -2.82282  C1 1.317, H6 1.074, H7 1.081
3 C -0.31958 0.81025 -0.07945  N4 1.268, H8 1.085, H9 1.080
4 N 0.61863 0.08366 -0.52574  C1 1.428, C3 1.268, H10 1.039
5 H 1.21941 -1.51603 -1.72883  C1 1.078
6 H -0.88444 0.37807 -2.89313  C2 1.074
7 H -0.01669 -1.00733 -3.69243  C2 1.081
8 H -0.27865 1.25149 0.91107  C3 1.085
9 H -1.25722 0.97020 -0.59015  C3 1.080
10 H 1.42673 -0.06021 0.11087  N4 1.039
11 H -0.38556 -0.09541 4.02067  O13 0.964
12 H -0.86983 -0.80559 2.73274  O13 0.977
13 O -0.32639 -0.06182 3.05951  H11 0.964, H12 0.977
14 H -0.15930 3.27585 -1.88042  O16 0.966
15 H -0.59837 2.63605 -3.24321  O16 0.963
16 O -0.54792 2.49340 -2.29248  H14 0.966, H15 0.963
17 H -0.88418 -3.02027 1.81577  O19 0.967
18 H -2.12343 -2.39234 1.17637  O19 0.968
19 O -1.26532 -2.16814 1.56432  H17 0.967, H18 0.968
20 H 2.68930 0.53809 1.93003  O22 0.962
21 H 1.39265 -0.17988 2.46644  O22 0.980
22 O 2.04607 -0.15090 1.73704  H20 0.962, H21 0.980


Run Q
The following is a DFT calculation (the ωB97M-V functional and the def2-TZVPD basis) of 4 unconnected molecules or ions with the total composition C3H14NO4.

Results
Kohn-Sham gap: 11.091 eV
HOMO energy: -14.688 eV
total charge: +1

Each atom is followed by the atoms it is bonded to, with distances in Å.
CARTESIAN COORDINATES (ANGSTROEM)
1 O -1.15102 1.23683 -1.08686  C2 1.193
2 C -1.80483 0.30960 -0.71938  O1 1.193, C3 1.525, H6 1.139
3 C -1.47122 -0.92503 0.11212  C2 1.525, C4 1.521, N5 1.527, H7 1.201
4 C -1.29641 -2.18438 -0.72307  C3 1.521, H8 1.058, H9 1.130, H10 1.124
5 N -0.11729 -0.65148 0.76350  C3 1.527, H11 1.041, H12 1.001, H13 0.942
6 H -2.92168 0.28185 -0.94292  C2 1.139
7 H -2.19069 -1.04537 1.06615  C3 1.201
8 H -0.37528 -2.04164 -1.22342  C4 1.058
9 H -2.23669 -2.26729 -1.34355  C4 1.130
10 H -1.12879 -2.95769 0.07529  C4 1.124
11 H -0.10185 -0.03245 1.60023  N5 1.041
12 H 0.34731 -0.14812 0.03342  N5 1.001
13 H 0.13516 -1.41350 1.25572  N5 0.942
14 H 1.59133 2.08856 -2.47890  O16 0.971
15 H 0.78873 1.90080 -1.37889  O16 0.957
16 O 1.70961 2.12124 -1.51597  H14 0.971, H15 0.957
17 H 0.38117 2.40285 1.86195  O19 0.955
18 H 0.86242 1.96946 3.21670  O19 0.998
19 O 0.31319 1.65061 2.44625  H17 0.955, H18 0.998
20 H 3.23583 -0.57239 0.26268  O22 0.982
21 H 2.87317 0.55536 -0.89747  O22 1.028
22 O 2.55781 -0.27781 -0.38354  H20 0.982, H21 1.028


Least stable structure: run Q


Run P
The following is a DFT calculation (the ωB97M-V functional and the def2-TZVPD basis) of 17 unconnected molecules or ions with the total composition H34O17.

Results
Kohn-Sham gap: 8.622 eV
HOMO energy: -9.154 eV

Each atom is followed by the atoms it is bonded to, with distances in Å.
CARTESIAN COORDINATES (ANGSTROEM)
1 O 2.50794 1.93153 -0.38706  H2 0.952, H3 0.938
2 H 2.51394 2.88253 -0.43706  O1 0.952
3 H 1.77194 1.78953 -0.95106  O1 0.938
4 O 2.21494 -0.07247 -2.45506  H5 0.952, H6 0.977
5 H 3.10094 -0.41647 -2.50206  O4 0.952
6 H 1.92094 -0.54747 -1.65406  O4 0.977
7 O -2.85306 -0.64747 -1.18006  H8 0.956, H9 0.941
8 H -3.41606 -0.42347 -0.44106  O7 0.956
9 H -2.43206 0.19353 -1.17106  O7 0.941
10 O -0.32106 0.38453 -0.16106  H11 0.988, H12 0.972
11 H 0.11494 0.63753 0.68894  O10 0.988
12 H 0.14094 -0.41647 -0.46206  O10 0.972
13 O -0.42906 -0.77947 -3.09006  H14 0.960, H15 0.943
14 H -0.57606 -0.69347 -4.03506  O13 0.960
15 H 0.18394 -1.49547 -3.10006  O13 0.943
16 O -1.03406 -2.49347 -0.55106  H17 0.953, H18 0.953
17 H -1.57006 -1.83247 -0.98106  O16 0.953
18 H -1.16706 -2.38847 0.38694  O16 0.953
19 O 0.11594 1.75753 -2.44706  H20 0.987, H21 0.973
20 H -0.21206 1.48853 -1.55606  O19 0.987
21 H 0.52294 0.90853 -2.69306  O19 0.973
22 O -2.44606 2.31253 -1.75306  H23 0.942, H24 0.989
23 H -2.42306 2.06353 -0.84506  O22 0.942
24 H -2.23806 3.27753 -1.68606  O22 0.989
25 O -0.64006 -1.57447 2.01694  H26 1.011, H27 0.943
26 H -0.65206 -2.33747 2.67994  O25 1.011
27 H 0.10894 -1.61647 1.44494  O25 0.943
28 O 1.76494 -1.43347 0.21094  H29 0.953, H30 0.974
29 H 2.60294 -1.11147 0.52994  O28 0.953
30 H 2.22094 -2.07047 -0.36806  O28 0.974
31 O 2.41194 -0.52247 3.30494  H32 0.957, H33 0.961
32 H 2.49294 -0.32047 4.23694  O31 0.957
33 H 1.73494 0.09353 3.01294  O31 0.961
34 O 0.96094 -2.94147 -2.31306  H35 0.949, H36 0.950
35 H 0.90494 -3.81347 -2.68406  O34 0.949
36 H 0.13394 -3.05147 -1.85806  O34 0.950
37 O 0.85094 1.25653 2.04694  H38 0.965, H39 0.942
38 H 1.22694 2.06853 1.68494  O37 0.965
39 H 0.58894 1.68753 2.84194  O37 0.942
40 O 0.74294 -3.83947 0.93694  H41 0.974, H42 0.992
41 H 1.25294 -3.42547 1.65594  O40 0.974
42 H 0.81994 -3.08647 0.29594  O40 0.992
43 O -0.26406 3.44253 0.14394  H44 0.965, H45 1.023
44 H -0.65006 3.93053 -0.59306  O43 0.965
45 H -0.65706 3.95853 0.93494  O43 1.023
46 O -2.71006 1.77853 0.85294  H47 0.957, H48 0.980
47 H -3.08206 1.99053 1.70894  O46 0.957
48 H -1.87206 1.28953 0.99094  O46 0.980
49 O -1.81806 0.72053 3.20994  H50 0.935, H51 0.982
50 H -1.19806 0.08153 2.92294  O49 0.935
51 H -1.26806 1.42553 3.61494  O49 0.982


Run Q
The following is a DFT calculation (the ωB97M-V functional and the def2-TZVPD basis) of 17 unconnected molecules or ions with the total composition H34O17.

Results
Kohn-Sham gap: 10.051 eV
HOMO energy: -10.319 eV

Each atom is followed by the atoms it is bonded to, with distances in Å.
CARTESIAN COORDINATES (ANGSTROEM)
1 O 0.48431 0.90122 -1.22530  H2 0.956, H3 0.945
2 H -0.30399 0.36306 -1.17309  O1 0.956
3 H 1.23005 0.48722 -0.81875  O1 0.945
4 O 4.43176 3.12434 -1.61450  H5 0.967, H6 0.963
5 H 3.60118 2.66524 -1.42813  O4 0.967
6 H 4.90700 2.44447 -2.10466  O4 0.963
7 O -0.65812 3.91147 -3.95417  H8 0.929, H9 0.951
8 H -0.63303 3.46698 -3.13876  O7 0.929
9 H -1.41723 3.96503 -4.52515  O7 0.951
10 O -3.53477 -4.12212 0.15547  H11 0.956, H12 0.969
11 H -4.01999 -3.33935 -0.10217  O10 0.956
12 H -2.69299 -3.96696 -0.29776  O10 0.969
13 O 0.97202 -4.52356 -2.68029  H14 0.967, H15 0.965
14 H 0.05514 -4.71788 -2.44414  O13 0.967
15 H 0.94061 -3.60793 -2.37686  O13 0.965
16 O 2.36933 -1.01598 1.60859  H17 0.954, H18 0.954
17 H 2.59210 -1.34761 2.47441  O16 0.954
18 H 3.06397 -0.43982 1.29893  O16 0.954
19 O -1.97078 4.12513 1.01035  H20 0.951, H21 0.954
20 H -2.66203 3.82876 1.59170  O19 0.951
21 H -2.27769 4.12895 0.10663  O19 0.954
22 O 3.82757 -3.36311 -1.57629  H23 0.954, H24 0.958
23 H 4.73780 -3.40955 -1.85974  O22 0.954
24 H 3.38878 -3.52915 -2.41169  O22 0.958
25 O -2.72474 2.21150 -0.40335  H26 0.955, H27 0.986
26 H -2.96414 2.03024 -1.31040  O25 0.955
27 H -1.81777 1.85733 -0.24595  O25 0.986
28 O -3.65028 -2.41837 -2.88006  H29 0.959, H30 0.967
29 H -4.06714 -2.96770 -2.21374  O28 0.959
30 H -3.92078 -2.93051 -3.65444  O28 0.967
31 O -1.02851 0.61254 0.75780  H32 0.948, H33 0.954
32 H -1.74036 0.05774 1.04742  O31 0.948
33 H -0.30983 1.09121 1.16319  O31 0.954
34 O 4.64302 2.76667 1.23996  H35 0.958, H36 0.956
35 H 5.07582 2.85418 0.38958  O34 0.958
36 H 3.84905 3.29631 1.30127  O34 0.956
37 O 2.32370 4.00945 -0.19720  H38 0.964, H39 0.953
38 H 2.76792 4.85478 -0.32658  O37 0.964
39 H 1.48668 4.29566 0.15845  O37 0.953
40 O -1.06978 -3.56554 3.62124  H41 0.963, H42 0.958
41 H -1.99511 -3.54472 3.35638  O40 0.963
42 H -0.77155 -4.47176 3.71198  O40 0.958
43 O -0.80262 -3.01071 1.03520  H44 0.965, H45 0.948
44 H -0.32580 -3.11043 1.86868  O43 0.965
45 H -1.71330 -3.26468 1.10205  O43 0.948
46 O -0.44237 2.23387 2.95912  H47 0.955, H48 0.956
47 H -1.21306 2.24949 3.52332  O46 0.955
48 H 0.18309 2.93612 3.13142  O46 0.956
49 O -2.84098 -1.72587 2.18916  H50 0.966, H51 0.961
50 H -3.68028 -1.25789 2.09004  O49 0.966
51 H -2.57664 -1.84871 1.27292  O49 0.961


Least stable structure: run Q